(1)
DFT (wB97M-V/def2-TZVPD) results for a structure of composition C26H39ClN3O4SeSn at a distorted geometry.

ORCA input file:
```
! RIJCOSX wB97M-V def2-TZVPD def2/J DEFGRID3
* xyz -1 1
O -0.1531 1.1148 -1.7766
C -0.4003 0.3608 -2.8811
C -1.8624 0.4984 -3.3349
C -2.8172 0.8872 -2.4030
H -2.4839 1.0659 -1.3820
C -4.1561 1.0444 -2.7633
H -4.8598 1.3481 -1.9911
C -4.5591 0.8167 -4.0795
H -5.6053 0.9436 -4.3606
C -3.6019 0.4238 -5.0188
H -3.9141 0.2425 -6.0449
C -2.2573 0.2667 -4.6608
H -1.5069 -0.0475 -5.3989
H 0.2593 0.7019 -3.7109
C 1.4210 -1.6088 -3.1988
C 0.0607 -1.2598 -2.5898
H 1.3025 -2.5208 -3.8176
H 2.2238 -1.8252 -2.4582
H 1.7567 -0.8043 -3.8737
C -0.9459 -2.2063 -2.5605
C -0.8159 -3.6713 -2.8036
H -1.9689 -1.8806 -2.3475
H -1.3655 -3.9682 -3.7103
H -1.2982 -4.2403 -1.9971
H 0.2037 -4.0616 -2.9167
Sn 0.5047 -0.7693 -0.2487
Cl 1.1080 -3.1140 -0.1820
C 0.9973 -1.7784 2.6189
O 1.4503 -0.8481 1.8871
N 1.4312 -2.0526 3.8456
C 2.6686 -1.4862 4.3777
C 0.7104 -3.0053 4.6892
H 0.1753 -2.4142 2.2540
H 3.0883 -0.7808 3.6576
H 3.3925 -2.2872 4.5857
H 2.4677 -0.9754 5.3276
H -0.2580 -3.2216 4.2181
H 0.5345 -2.5770 5.6828
H 1.2771 -3.9405 4.7971
H -1.7827 4.9774 -0.5385
H -2.3072 4.0347 1.6397
C -1.7560 3.9133 -0.8124
C -1.6698 3.1469 1.5491
N -1.0904 3.1386 0.2199
H -1.2117 3.7873 -1.7520
C 0.0949 2.5433 -0.0246
O 0.6083 1.6636 0.6991
H -0.8912 3.1811 2.3211
H 0.5903 2.9545 -0.9218
H -2.7886 3.5646 -0.9427
H -2.2900 2.2518 1.7073
H 5.9123 0.2708 -0.4748
H 5.5215 2.6771 -1.6126
C 5.2614 -0.0581 -1.2959
C 4.7738 2.1880 -2.2459
N 4.2808 0.9798 -1.6075
H 4.7638 -0.9887 -1.0197
C 3.0178 0.8979 -1.2111
O 2.5765 -0.1310 -0.6060
H 3.9294 2.8685 -2.4016
H 2.3612 1.7469 -1.4437
H 5.8906 -0.2170 -2.1794
H 5.2308 1.9494 -3.2107
Se -1.9502 -0.6175 1.0047
C -1.8241 -0.3888 2.8853
C -2.7608 -1.0658 3.6959
C -2.6675 -1.0137 5.0831
C -1.6747 -0.2409 5.6988
C -0.7817 0.4888 4.9040
C -0.8608 0.4297 3.5151
H -3.5391 -1.6521 3.2061
H -3.3757 -1.5778 5.6902
H -1.5989 -0.1971 6.7889
H -0.0137 1.1110 5.3734
H -0.1824 1.0141 2.8885
*
```

The calculation puts the LUMO energy (alpha / beta) at 2.394 / 2.394 eV. The calculation puts the HOMO energy (alpha / beta) at -1.73 / -1.73 eV. Its max |F| is 0.083 hartree/bohr.

These are the Mulliken partial charges, in e, on atoms 1 to 8:
1. O -0.21
2. C -0.29
3. C -0.61
4. C 0.46
5. H 0.37
6. C -1.03
7. H 0.41
8. C -0.48

(2)
DFT (wB97M-V/def2-TZVPD) results for the molecule C13H13BrFN5O4S2 at a distorted geometry.

ORCA input file:
```
! RIJCOSX wB97M-V def2-TZVPD def2/J DEFGRID3
* xyz 0 1
C 2.3289 2.3208 0.5659
C 2.5380 0.8510 0.2107
C 3.2681 0.3831 -0.8296
Br 4.1758 1.4011 -2.1475
C 3.2748 -1.0775 -0.7416
C 3.7776 -2.0183 -1.6555
C 3.5822 -3.3881 -1.3737
C 2.9522 -3.7892 -0.1666
F 2.8444 -5.1088 0.1504
C 2.4001 -2.8116 0.6532
C 2.5316 -1.4250 0.3704
N 2.0987 -0.2204 0.9599
S 0.9488 -0.0809 2.3196
O 0.9179 1.3066 2.8315
O 1.3086 -0.9863 3.4155
C -0.6985 -0.4490 1.5438
N -1.3706 -1.6665 1.6841
C -2.4520 -1.5665 0.9578
N -2.4936 -0.3194 0.3788
S -3.9395 0.0759 -0.5803
O -5.1194 -0.3258 0.2030
O -3.9381 -0.5647 -1.9001
N -3.8993 1.7971 -0.8812
C -2.9646 2.2229 -1.9258
C -4.0178 2.6715 0.2983
N -1.4029 0.3808 0.7592
H 1.2507 2.5753 0.5935
H 2.8004 2.9654 -0.1541
H 2.7788 2.4813 1.5654
H 4.3025 -1.6574 -2.5219
H 3.8969 -4.1545 -2.0676
H 1.8922 -3.2066 1.5454
H -3.2634 -2.2846 0.8685
H -1.9379 1.8843 -1.7376
H -3.2528 1.7473 -2.8918
H -2.9245 3.3181 -2.0754
H -3.2091 2.5081 1.0230
H -4.9576 2.5115 0.7966
H -4.0278 3.6990 -0.0442
*
```

As for the SMILES: Cc1c(Br)c2ccc(F)cc2n1S(=O)(=O)c1ncn(S(=O)(=O)N(C)C)n1. The calculation puts the LUMO energy at -0.351 eV. The calculation puts the HOMO energy at -8.56 eV. Its max |F| is 0.088 hartree/bohr. The calculation puts the energy above the lowest of the compared OMol25 structures with the same formula, charge and spin at 56.8 kJ/mol.

These are the natural (NBO) partial charges, in e, on atoms 1 to 8:
1. C -0.64
2. C 0.15
3. C -0.14
4. Br 0.08
5. C -0.11
6. C -0.18
7. C -0.27
8. C 0.40

(3)
DFT (wB97M-V/def2-TZVPD) results for a cluster of 12 separate species, C36H62O36 in total at a distorted geometry.

ORCA input file:
```
! RIJCOSX wB97M-V def2-TZVPD def2/J DEFGRID3
* xyz 0 1
C -22.0156 -2.7997 -15.0878
O -22.2514 -2.1339 -16.3537
C -23.4700 -1.9424 -16.8143
O -23.7052 -1.4830 -17.9002
O -24.4050 -2.2071 -15.8953
C -25.7755 -2.2005 -16.3312
H -21.9898 -3.8694 -15.2776
H -22.7903 -2.5943 -14.3552
H -21.0604 -2.3852 -14.7870
H -25.8487 -2.3839 -17.3990
H -26.1873 -1.2221 -16.0735
H -26.3169 -2.9205 -15.7222
C -23.6036 -2.2132 -21.4476
O -24.1518 -1.3199 -22.4012
C -24.2354 -0.0522 -22.0651
O -24.1672 0.4124 -20.9568
O -24.4815 0.6398 -23.1805
C -24.6769 2.0292 -23.0193
H -23.6576 -1.8586 -20.4165
H -22.5577 -2.4182 -21.6712
H -24.1251 -3.1689 -21.4313
H -24.7978 2.4587 -24.0089
H -23.8841 2.5812 -22.5100
H -25.5415 2.2049 -22.3680
C -25.9300 4.7237 -20.2304
O -25.4475 5.1077 -18.9344
C -24.9608 6.3445 -18.7759
O -25.0233 7.2131 -19.5880
O -24.2553 6.4562 -17.6581
C -24.5303 5.5655 -16.5878
H -26.4782 3.7932 -20.1079
H -25.0314 4.5461 -20.8227
H -26.5425 5.4918 -20.6967
H -25.5847 5.2786 -16.5808
H -24.3566 5.9738 -15.5960
H -23.9884 4.6299 -16.7219
C -28.6423 2.0014 -22.1055
O -28.0293 1.0147 -21.2875
C -28.1960 -0.2717 -21.5605
O -28.7353 -0.7400 -22.5246
O -27.5196 -0.9547 -20.6471
C -27.4697 -2.3559 -20.7677
H -27.9479 2.4810 -22.7944
H -29.0625 2.7803 -21.4785
H -29.4571 1.5145 -22.6410
H -26.5049 -2.7214 -21.1267
H -28.2784 -2.8447 -21.3023
H -27.4742 -2.7538 -19.7472
C -29.3030 3.7388 -12.9637
O -30.6676 3.3501 -12.8467
C -31.4634 3.9800 -11.9802
O -31.1924 4.8667 -11.2271
O -32.6549 3.3686 -12.0730
C -33.5736 3.6400 -11.0224
H -29.0010 4.5702 -12.3300
H -29.1409 4.0902 -13.9848
H -28.6289 2.9032 -12.8088
H -33.1568 3.9038 -10.0540
H -34.2624 2.8053 -10.9193
H -34.1848 4.4848 -11.3538
C -29.3135 -1.7265 -17.3074
O -30.6557 -1.3517 -17.0891
C -31.5448 -2.3220 -17.0071
O -31.3227 -3.4957 -17.1411
O -32.7461 -1.7741 -16.8266
C -33.8899 -2.5822 -16.8141
H -28.7710 -0.8025 -17.4887
H -29.1465 -2.4420 -18.1145
H -28.8364 -2.2605 -16.4795
H -34.1427 -3.0319 -17.7788
H -34.7063 -1.9250 -16.5254
H -33.8939 -3.4485 -16.1475
C -16.8903 2.1665 -18.3531
O -18.1721 1.6440 -18.1241
C -18.9156 1.2629 -19.1500
O -18.6823 1.5069 -20.2957
O -20.0068 0.6676 -18.6549
C -21.1105 0.4319 -19.5493
H -16.9427 3.2525 -18.1956
H -16.5707 2.1413 -19.3966
H -16.1296 1.7673 -17.6898
H -21.3967 1.3166 -20.1198
H -21.9497 0.0569 -18.9753
H -20.7802 -0.2732 -20.3123
O -30.4170 1.1339 -19.1347
C -30.2072 2.1911 -18.6484
O -30.6517 2.6047 -17.4367
C -30.1529 3.9089 -17.2398
C -29.8469 4.4173 -18.6270
O -29.5363 3.1892 -19.2857
H -30.7352 4.5653 -16.5976
H -29.1663 3.8729 -16.7591
H -29.0403 5.1492 -18.6518
H -30.6760 4.9370 -19.1210
O -26.1553 3.9717 -12.6288
C -25.6468 2.9453 -12.9444
O -25.9847 1.7276 -12.4868
C -25.2441 0.6973 -13.0804
C -24.3043 1.4637 -14.0541
O -24.6400 2.8390 -13.8281
H -24.6339 0.1688 -12.3464
H -25.8773 0.0161 -13.6427
H -24.6260 1.1916 -15.0612
H -23.2303 1.3542 -13.9446
O -21.5993 3.2070 -22.2747
C -21.5156 3.7689 -21.2354
O -20.3647 4.0244 -20.6086
C -20.5612 4.4642 -19.2756
C -22.0903 4.5122 -19.1805
O -22.5778 4.0169 -20.4077
H -20.1176 3.8248 -18.5149
H -20.1889 5.4841 -19.1716
H -22.4721 5.5147 -18.9735
H -22.4419 3.9044 -18.3410
O -27.2424 2.6495 -15.8402
C -26.6194 2.2509 -16.7777
O -25.2962 2.4444 -16.8951
C -24.7585 1.5713 -17.8295
C -25.9889 1.0033 -18.5633
O -27.0940 1.5464 -17.8128
H -24.0615 1.9325 -18.5922
H -24.1754 0.7434 -17.4140
H -25.9771 -0.0824 -18.5343
H -25.9922 1.3525 -19.5909
O -28.4268 -2.7207 -13.6020
C -28.8004 -1.5949 -13.6160
O -29.8962 -1.1135 -12.9881
C -29.9389 0.2943 -13.1791
C -29.0555 0.4893 -14.3978
O -28.1841 -0.6129 -14.3364
H -30.9446 0.6847 -13.3256
H -29.5638 0.8884 -12.3401
H -28.5154 1.4263 -14.3214
H -29.7057 0.5309 -15.2764
*
```

As for the SMILES: COC(=O)OC.COC(=O)OC.COC(=O)OC.COC(=O)OC.COC(=O)OC.COC(=O)OC.COC(=O)OC.O=C1OCCO1.O=C1OCCO1.O=C1OCCO1.O=C1OCCO1.O=C1OCCO1. The calculation puts the LUMO energy at 0.132 eV. The calculation puts the HOMO energy at -10.73 eV. Its max |F| is 0.056 hartree/bohr. The calculation puts the energy above the lowest of the compared OMol25 structures with the same formula, charge and spin at 0.0 kJ/mol.

These are the Mulliken partial charges, in e, on atoms 1 to 8:
1. C -0.69
2. O -0.32
3. C 0.54
4. O -0.31
5. O -0.39
6. C -0.33
7. H 0.27
8. H 0.27

(4)
DFT (wB97M-V/def2-TZVPD) results for the ion C2H7N4O with charge +1 at a distorted geometry.

ORCA input file:
```
! RIJCOSX wB97M-V def2-TZVPD def2/J DEFGRID3
* xyz 1 1
N 0.5543 0.4200 -1.6743
C -0.6244 0.0671 -0.7299
C -0.4222 0.7073 0.6514
N -0.0096 -0.5165 1.4061
O 0.3806 -0.4968 2.7475
N -0.0292 -1.5781 0.6775
N -0.3371 -1.3862 -0.5081
H 0.4654 1.4456 -2.0318
H 0.3499 -0.1866 -2.5406
H 1.4308 0.3692 -1.2558
H -1.5711 0.1388 -1.4251
H 0.4366 1.4721 0.8718
H -1.2809 0.9629 1.1090
H 0.6568 -1.4189 2.7024
*
```

As for the SMILES: [NH3+][C@@H]1CN(O)N=N1. The calculation puts the LUMO energy at -3.952 eV. The calculation puts the HOMO energy at -13.29 eV. Its max |F| is 0.114 hartree/bohr. The calculation puts the energy above the lowest of the compared OMol25 structures with the same formula, charge and spin at 527.1 kJ/mol.

These are the natural (NBO) partial charges, in e, on atoms 1 to 8:
1. N -0.70
2. C 0.03
3. C -0.31
4. N 0.05
5. O -0.46
6. N 0.07
7. N -0.31
8. H 0.45

(5)
DFT (wB97M-V/def2-TZVPD) results for a cluster of 2 separate species, C13H17BCl4N2OSi in total at a distorted geometry.

ORCA input file:
```
! RIJCOSX wB97M-V def2-TZVPD def2/J DEFGRID3
* xyz 0 1
Cl 3.1062 1.7005 -3.4877
B 2.3118 0.0587 -3.4388
Cl 2.6729 -0.9152 -5.0026
Cl 2.8619 -0.9110 -1.9128
O 0.8301 0.2300 -3.2855
C -0.0096 -0.7248 -3.1296
C -1.4332 -0.4973 -3.2648
C -2.3448 -1.5846 -3.4250
C -3.7139 -1.3465 -3.5344
C -4.2069 -0.0320 -3.5515
Cl -5.8974 0.2588 -3.5838
C -3.3037 1.0463 -3.5302
C -1.9310 0.8237 -3.4292
H 0.3956 -1.7480 -2.9910
H -1.9471 -2.5989 -3.4480
H -4.4326 -2.1683 -3.5671
H -3.6854 2.0681 -3.5628
H -1.2289 1.6571 -3.4599
C 0.8402 2.3511 3.6112
Si 1.4162 0.5932 3.5735
C 3.2506 0.4482 3.3781
C 0.8316 -0.3184 5.0851
N 0.6504 -0.1778 2.0155
C 0.8111 0.1962 0.6794
N 0.0964 -0.5902 -0.1245
C -0.5709 -1.4921 0.6726
C -0.2145 -1.2641 1.9888
H 1.2586 2.8891 4.4717
H 1.1552 2.8680 2.6976
H -0.2531 2.3873 3.6872
H 3.7788 0.9110 4.2220
H 3.5455 -0.6069 3.3323
H 3.5704 0.9504 2.4577
H 1.2539 0.1147 6.0058
H -0.2618 -0.2631 5.1689
H 1.1401 -1.3712 5.0467
H 1.4468 1.0399 0.4382
H -1.2854 -2.2130 0.3086
H -0.5038 -1.7689 2.8883
*
```

The calculation puts the LUMO energy at -1.685 eV. The calculation puts the HOMO energy at -8.67 eV. Its max |F| is 0.049 hartree/bohr. The calculation puts the energy above the lowest of the compared OMol25 structures with the same formula, charge and spin at 24.8 kJ/mol.

These are the natural (NBO) partial charges, in e, on atoms 1 to 8:
1. Cl -0.22
2. B 0.39
3. Cl -0.25
4. Cl -0.27
5. O -0.56
6. C 0.55
7. C -0.21
8. C -0.11

Q: The highest max |F| belongs to which entry?
A: C2H7N4O

Q: Which of these has the lowest max |F|?
A: C13H17BCl4N2OSi

What did the first record say?
DFT (wB97M-V/def2-TZVPD) results for a structure of composition C26H39ClN3O4SeSn at a distorted geometry.

ORCA input file:
```
! RIJCOSX wB97M-V def2-TZVPD def2/J DEFGRID3
* xyz -1 1
O -0.1531 1.1148 -1.7766
C -0.4003 0.3608 -2.8811
C -1.8624 0.4984 -3.3349
C -2.8172 0.8872 -2.4030
H -2.4839 1.0659 -1.3820
C -4.1561 1.0444 -2.7633
H -4.8598 1.3481 -1.9911
C -4.5591 0.8167 -4.0795
H -5.6053 0.9436 -4.3606
C -3.6019 0.4238 -5.0188
H -3.9141 0.2425 -6.0449
C -2.2573 0.2667 -4.6608
H -1.5069 -0.0475 -5.3989
H 0.2593 0.7019 -3.7109
C 1.4210 -1.6088 -3.1988
C 0.0607 -1.2598 -2.5898
H 1.3025 -2.5208 -3.8176
H 2.2238 -1.8252 -2.4582
H 1.7567 -0.8043 -3.8737
C -0.9459 -2.2063 -2.5605
C -0.8159 -3.6713 -2.8036
H -1.9689 -1.8806 -2.3475
H -1.3655 -3.9682 -3.7103
H -1.2982 -4.2403 -1.9971
H 0.2037 -4.0616 -2.9167
Sn 0.5047 -0.7693 -0.2487
Cl 1.1080 -3.1140 -0.1820
C 0.9973 -1.7784 2.6189
O 1.4503 -0.8481 1.8871
N 1.4312 -2.0526 3.8456
C 2.6686 -1.4862 4.3777
C 0.7104 -3.0053 4.6892
H 0.1753 -2.4142 2.2540
H 3.0883 -0.7808 3.6576
H 3.3925 -2.2872 4.5857
H 2.4677 -0.9754 5.3276
H -0.2580 -3.2216 4.2181
H 0.5345 -2.5770 5.6828
H 1.2771 -3.9405 4.7971
H -1.7827 4.9774 -0.5385
H -2.3072 4.0347 1.6397
C -1.7560 3.9133 -0.8124
C -1.6698 3.1469 1.5491
N -1.0904 3.1386 0.2199
H -1.2117 3.7873 -1.7520
C 0.0949 2.5433 -0.0246
O 0.6083 1.6636 0.6991
H -0.8912 3.1811 2.3211
H 0.5903 2.9545 -0.9218
H -2.7886 3.5646 -0.9427
H -2.2900 2.2518 1.7073
H 5.9123 0.2708 -0.4748
H 5.5215 2.6771 -1.6126
C 5.2614 -0.0581 -1.2959
C 4.7738 2.1880 -2.2459
N 4.2808 0.9798 -1.6075
H 4.7638 -0.9887 -1.0197
C 3.0178 0.8979 -1.2111
O 2.5765 -0.1310 -0.6060
H 3.9294 2.8685 -2.4016
H 2.3612 1.7469 -1.4437
H 5.8906 -0.2170 -2.1794
H 5.2308 1.9494 -3.2107
Se -1.9502 -0.6175 1.0047
C -1.8241 -0.3888 2.8853
C -2.7608 -1.0658 3.6959
C -2.6675 -1.0137 5.0831
C -1.6747 -0.2409 5.6988
C -0.7817 0.4888 4.9040
C -0.8608 0.4297 3.5151
H -3.5391 -1.6521 3.2061
H -3.3757 -1.5778 5.6902
H -1.5989 -0.1971 6.7889
H -0.0137 1.1110 5.3734
H -0.1824 1.0141 2.8885
*
```

The calculation puts the LUMO energy (alpha / beta) at 2.394 / 2.394 eV. The calculation puts the HOMO energy (alpha / beta) at -1.73 / -1.73 eV. Its max |F| is 0.083 hartree/bohr.

These are the Mulliken partial charges, in e, on atoms 1 to 8:
1. O -0.21
2. C -0.29
3. C -0.61
4. C 0.46
5. H 0.37
6. C -1.03
7. H 0.41
8. C -0.48